This record from the Open Molecules 2025 dataset describes a structure of composition C48H45GeO2P2PtS. The level of theory is ωB97M-V/def2-TZVPD.

Computed properties:
- Kohn-Sham gap (spin up / spin down) (eV) = 6.018 / 5.897
- E_HOMO (spin up / spin down) (eV) = -10.8 / -10.8
- largest force on an atom (eV Å⁻¹) = 0.67
- total charge = +1

Geometry (Å):
Pt 0.864 1.450 0.675
C 3.560 1.045 3.156
C 3.919 0.271 1.887
P 2.970 0.664 0.372
C 2.856 -0.926 -0.476
C 1.687 -1.675 -0.342
C 1.622 -2.958 -0.867
C 2.715 -3.487 -1.537
C 3.879 -2.739 -1.681
C 3.957 -1.464 -1.143
C 4.062 1.736 -0.595
C 4.929 2.623 0.042
C 5.717 3.484 -0.707
C 5.646 3.462 -2.092
C 4.784 2.584 -2.732
C 3.988 1.725 -1.989
C 2.282 0.495 3.791
P 0.786 1.128 2.969
C 0.503 2.728 3.760
C 0.231 2.761 5.131
C 0.060 3.972 5.776
C 0.161 5.159 5.059
C 0.428 5.132 3.700
C 0.599 3.918 3.047
C -0.568 0.046 3.485
C -0.374 -1.330 3.596
C -1.432 -2.155 3.943
C -2.694 -1.620 4.150
C -2.896 -0.252 4.023
C -1.839 0.582 3.695
H 3.455 2.116 2.956
H 4.380 0.943 3.868
H 3.757 -0.797 2.053
H 4.974 0.383 1.636
H 0.810 -1.261 0.143
H 0.707 -3.531 -0.759
H 2.661 -4.485 -1.953
H 4.730 -3.152 -2.207
H 4.867 -0.888 -1.254
H 4.993 2.653 1.122
H 6.390 4.169 -0.208
H 6.267 4.131 -2.675
H 4.732 2.564 -3.813
H 3.316 1.039 -2.489
H 2.202 0.775 4.842
H 2.289 -0.594 3.744
H 0.137 1.838 5.692
H -0.155 3.993 6.836
H 0.026 6.107 5.564
H 0.498 6.055 3.140
H 0.793 3.900 1.983
H 0.595 -1.773 3.408
H -1.264 -3.218 4.054
H -3.520 -2.267 4.417
H -3.880 0.169 4.187
H -2.000 1.648 3.596
O -1.203 2.014 0.957
C -1.777 0.979 0.472
O -1.101 0.008 0.060
C -3.277 0.919 0.419
C -3.819 0.268 -0.853
Ge -2.757 -0.986 -1.939
C -2.167 -2.663 -1.135
C -2.124 -2.877 0.242
C -1.751 -4.113 0.755
C -1.413 -5.155 -0.100
C -1.450 -4.957 -1.472
C -1.831 -3.723 -1.981
C -1.263 -0.001 -2.756
C -1.280 1.391 -2.832
C -0.216 2.097 -3.394
C 0.892 1.407 -3.890
C 0.929 0.027 -3.805
C -0.142 -0.666 -3.246
C -4.008 -1.458 -3.381
C -4.753 -2.637 -3.358
C -5.679 -2.913 -4.358
C -5.871 -2.013 -5.394
C -5.139 -0.835 -5.432
C -4.214 -0.563 -4.432
H -3.687 1.919 0.560
H -3.558 0.339 1.304
H -4.075 1.047 -1.578
H -4.768 -0.231 -0.647
H -2.361 -2.069 0.924
H -1.734 -4.269 1.825
H -1.130 -6.119 0.303
H -1.195 -5.766 -2.146
H -1.880 -3.592 -3.057
H -2.131 1.951 -2.457
H -0.273 3.175 -3.491
H 1.707 1.953 -4.349
H 1.784 -0.522 -4.184
H -0.091 -1.747 -3.194
H -4.616 -3.352 -2.555
H -6.249 -3.834 -4.326
H -6.590 -2.229 -6.175
H -5.284 -0.130 -6.241
H -3.640 0.357 -4.483
S 1.019 2.690 -1.163

These are the Mulliken partial charges, in e, on atoms 1 to 99:
1. Pt 3.1768
2. C -0.8049
3. C -1.6344
4. P 1.7659
5. C 0.5045
6. C 0.2610
7. C -0.0702
8. C -0.7383
9. C -0.8872
10. C -0.6546
11. C 0.1204
12. C -0.8022
13. C -0.7283
14. C -0.6529
15. C -0.7628
16. C -0.2728
17. C -1.0329
18. P -0.2046
19. C 0.6099
20. C -0.3487
21. C -0.8550
22. C -0.5507
23. C -0.7508
24. C -0.3614
25. C 0.5439
26. C -0.3643
27. C -0.9438
28. C -0.5629
29. C -0.7451
30. C -0.5905
31. H 0.2508
32. H 0.5930
33. H 0.7085
34. H 0.7484
35. H -0.5144
36. H 0.3612
37. H 0.4740
38. H 0.4485
39. H 0.4905
40. H 0.2540
41. H 0.4492
42. H 0.4031
43. H 0.4607
44. H 0.4915
45. H 0.6696
46. H 0.5725
47. H 0.4126
48. H 0.4476
49. H 0.3999
50. H 0.4530
51. H 0.1894
52. H 0.0920
53. H 0.5392
54. H 0.4322
55. H 0.4227
56. H 0.4510
57. O -0.8797
58. C 0.6250
59. O -1.0226
60. C -0.7332
61. C -1.4690
62. Ge 2.3016
63. C 0.0251
64. C -0.1286
65. C -0.3486
66. C -0.7122
67. C -0.9711
68. C -0.2613
69. C 0.3694
70. C 0.1024
71. C -1.5203
72. C -0.1174
73. C -0.5415
74. C -0.1517
75. C -0.0546
76. C -0.4398
77. C -0.6619
78. C -0.5448
79. C -0.7355
80. C -0.3968
81. H 0.4137
82. H 0.1721
83. H 0.4040
84. H 0.6126
85. H 0.0874
86. H 0.3898
87. H 0.3989
88. H 0.4214
89. H 0.4198
90. H 0.2365
91. H 0.5408
92. H 0.3858
93. H 0.4645
94. H 0.2808
95. H 0.3361
96. H 0.4150
97. H 0.3873
98. H 0.4192
99. H 0.2773

---

This record from the Open Molecules 2025 dataset describes a cluster of 9 separate species, C48H46BN10O18P in total. The level of theory is ωB97M-V/def2-TZVPD.

Computed properties:
- Kohn-Sham gap (eV) = 7.958
- SMILES = O=[N+]([O-])c1ccccc1.O=[N+]([O-])c1ccccc1.O=[N+]([O-])c1ccccc1.O=[N+]([O-])c1ccccc1.O=[N+]([O-])c1ccccc1.O=[N+]([O-])c1ccccc1.O=[N+]([O-])c1ccccc1.O=[N+]([O-])c1ccccc1.N=P(O)(O)BN
- E_HOMO (eV) = -8.9
- largest force on an atom (eV Å⁻¹) = 2.80

Geometry (Å):
O -4.625 -1.209 4.419
N -3.443 -1.366 4.232
O -2.955 -2.360 3.740
C -2.534 -0.294 4.626
C -3.048 0.844 5.229
C -2.179 1.849 5.621
C -0.813 1.711 5.405
C -0.313 0.569 4.791
C -1.175 -0.444 4.398
H -4.109 0.958 5.399
H -2.566 2.740 6.097
H -0.136 2.496 5.716
H 0.750 0.467 4.621
H -0.782 -1.332 3.921
O 5.233 2.730 -0.772
N 4.652 1.669 -0.731
O 4.266 1.142 0.292
C 4.402 0.979 -1.992
C 4.862 1.540 -3.175
C 4.641 0.869 -4.368
C 3.965 -0.346 -4.368
C 3.501 -0.891 -3.176
C 3.719 -0.228 -1.980
H 5.387 2.484 -3.178
H 4.998 1.291 -5.297
H 3.799 -0.871 -5.300
H 2.974 -1.834 -3.176
H 3.359 -0.659 -1.057
O -5.066 -6.215 -2.539
N -4.839 -5.040 -2.349
O -3.780 -4.507 -2.587
C -5.903 -4.212 -1.792
C -7.122 -4.794 -1.475
C -8.120 -4.005 -0.925
C -7.894 -2.652 -0.700
C -6.670 -2.082 -1.029
C -5.665 -2.863 -1.578
H -7.301 -5.845 -1.649
H -9.074 -4.445 -0.669
H -8.674 -2.041 -0.265
H -6.498 -1.029 -0.854
H -4.713 -2.417 -1.828
O -2.384 5.057 -2.799
N -1.350 5.682 -2.727
O -1.223 6.832 -3.083
C -0.179 5.004 -2.175
C -0.284 3.676 -1.789
C 0.836 3.031 -1.286
C 2.041 3.716 -1.170
C 2.131 5.050 -1.551
C 1.015 5.700 -2.057
H -1.218 3.141 -1.879
H 0.771 1.993 -0.987
H 2.911 3.211 -0.782
H 3.065 5.579 -1.457
H 1.088 6.736 -2.356
O 8.198 -3.599 -1.492
N 7.521 -2.810 -0.872
O 6.312 -2.805 -0.859
C 8.206 -1.783 -0.092
C 9.592 -1.728 -0.106
C 10.233 -0.734 0.619
C 9.490 0.187 1.347
C 8.103 0.115 1.359
C 7.453 -0.874 0.637
H 10.172 -2.442 -0.672
H 11.313 -0.676 0.612
H 9.995 0.964 1.907
H 7.527 0.832 1.928
H 6.373 -0.924 0.645
O 4.463 7.470 -4.216
N 4.223 7.840 -3.093
O 4.001 7.094 -2.162
C 4.191 9.277 -2.838
C 4.404 10.157 -3.889
C 4.351 11.521 -3.646
C 4.092 11.991 -2.365
C 3.889 11.098 -1.319
C 3.938 9.733 -1.553
H 4.606 9.795 -4.886
H 4.509 12.218 -4.457
H 4.046 13.056 -2.180
H 3.690 11.467 -0.323
H 3.777 9.041 -0.738
O -0.257 -11.021 -6.730
N -0.130 -9.862 -6.405
O 0.871 -9.208 -6.587
C -1.260 -9.211 -5.745
C -2.410 -9.943 -5.488
C -3.471 -9.325 -4.842
C -3.377 -7.991 -4.463
C -2.222 -7.268 -4.735
C -1.155 -7.878 -5.378
H -2.487 -10.979 -5.781
H -4.371 -9.886 -4.631
H -4.202 -7.507 -3.953
H -2.154 -6.230 -4.440
H -0.257 -7.313 -5.585
O -6.443 4.039 8.152
N -6.676 2.992 7.591
O -6.818 2.876 6.394
C -6.797 1.791 8.417
C -6.676 1.901 9.794
C -6.814 0.764 10.576
C -7.066 -0.465 9.980
C -7.176 -0.564 8.599
C -7.041 0.568 7.810
H -6.481 2.855 10.261
H -6.728 0.838 11.652
H -7.178 -1.349 10.594
H -7.368 -1.522 8.137
H -7.130 0.485 6.736
N -1.814 -2.924 -0.457
P -0.723 -3.575 0.486
O -0.950 -3.068 2.035
O -0.864 -5.248 0.448
B 1.076 -3.088 -0.077
N 1.212 -2.773 -1.525
H -2.358 -3.665 -0.890
H -1.884 -3.152 2.265
H -0.141 -5.577 -0.087
H 2.009 -3.039 0.655
H 0.865 -3.615 -1.991
H 0.451 -2.108 -1.694

These are the Mulliken partial charges, in e, on atoms 1 to 99:
1. O -0.6025
2. N 1.0709
3. O -0.7367
4. C 0.0776
5. C -0.4672
6. C -0.5058
7. C -0.3929
8. C -0.6416
9. C -0.2355
10. H 0.6306
11. H 0.3926
12. H 0.3902
13. H 0.4116
14. H 0.5364
15. O -0.6219
16. N 1.2020
17. O -0.6486
18. C -0.2106
19. C -0.2711
20. C -0.5363
21. C -0.4311
22. C -0.6016
23. C -0.3391
24. H 0.5099
25. H 0.4012
26. H 0.4067
27. H 0.4781
28. H 0.6509
29. O -0.6694
30. N 1.1060
31. O -0.6317
32. C 0.1155
33. C -0.3082
34. C -0.4900
35. C -0.4227
36. C -0.5801
37. C -0.1602
38. H 0.4315
39. H 0.3685
40. H 0.3898
41. H 0.3937
42. H 0.4338
43. O -0.6189
44. N 1.0261
45. O -0.6213
46. C -0.0443
47. C -0.5086
48. C -0.5156
49. C -0.5521
50. C -0.6749
51. C -0.2443
52. H 0.4614
53. H 0.5536
54. H 0.5138
55. H 0.7607
56. H 0.5110
57. O -0.6176
58. N 1.0885
59. O -0.6301
60. C 0.0357
61. C -0.4374
62. C -0.3886
63. C -0.4147
64. C -0.5086
65. C -0.2618
66. H 0.4459
67. H 0.3755
68. H 0.3763
69. H 0.4126
70. H 0.5218
71. O -0.6170
72. N 1.0038
73. O -0.6382
74. C 0.0858
75. C -0.3544
76. C -0.4315
77. C -0.4099
78. C -0.4743
79. C -0.2449
80. H 0.4444
81. H 0.3709
82. H 0.3789
83. H 0.3693
84. H 0.4536
85. O -0.6120
86. N 1.0111
87. O -0.6113
88. C 0.0023
89. C -0.3353
90. C -0.5105
91. C -0.1992
92. C -0.4667
93. C -0.3388
94. H 0.4438
95. H 0.3825
96. H 0.3775
97. H 0.4330
98. H 0.4392
99. O -0.6105